Molecular formula: C31H46CoN4P2Si
Method: DFT, ωB97M-V/def2-TZVPD

Properties
LUMO level (spin up / spin down)   -0.7504 / -0.9895 eV
Relative energy (zero: lowest compared OMol25 entry of this formula, charge and spin)   80.9 kcal per mole
<S²>   3.7759
Net charge   0
DFT total energy   -3782.50376 Ha
Multiplicity   4
Highest occupied orbital energy (spin up / spin down)   -6.57 / -7.91 eV

XYZ file:
```
85
Properties=species:S:1:pos:R:3:mulliken_charge:R:1
Co 0.922 1.267 0.930 -0.066
C -0.790 -4.744 1.038 -0.730
C -0.280 -3.720 0.347 -0.214
C -0.878 -2.650 -0.514 0.581
C -1.677 -1.524 0.152 2.287
C -3.033 -1.945 0.632 -0.732
C -3.563 -3.173 0.650 -0.474
C -3.096 -4.465 0.064 -0.943
C -2.172 -5.301 0.966 -0.544
C -0.464 2.048 2.183 -1.631
H -0.155 -5.249 1.769 0.392
H 0.798 -3.553 0.470 0.259
H -1.451 -3.066 -1.354 0.645
H -0.001 -2.192 -0.987 -1.442
H -1.091 -1.043 0.960 -0.764
H -1.817 -0.728 -0.601 -0.463
H -3.661 -1.084 0.892 0.322
H -4.565 -3.275 1.078 0.359
H -2.598 -4.307 -0.896 0.256
H -4.005 -5.057 -0.137 0.447
H -2.613 -5.478 1.965 0.340
H -2.143 -6.301 0.513 0.382
H -1.169 1.251 2.510 0.187
H -0.865 3.066 2.192 0.616
H 0.426 2.052 2.849 0.506
P -0.489 2.300 -0.300 1.627
P 2.468 0.233 -0.761 0.090
N -2.158 2.054 -0.977 0.887
N -0.423 4.036 -0.737 0.562
N 1.889 -0.700 -2.376 0.707
N 4.137 0.305 -1.585 0.187
C 0.422 1.635 -1.716 -2.132
C 1.913 1.842 -1.418 -1.450
C -3.302 2.656 -0.438 -0.586
C -4.278 2.705 -1.430 -0.805
C -3.730 2.120 -2.611 -0.616
C -2.440 1.720 -2.310 -0.625
C -0.540 5.122 0.128 -0.431
C -0.638 6.289 -0.642 -0.671
C -0.572 5.902 -2.022 -0.577
C -0.453 4.520 -2.054 -0.493
C 1.740 -2.082 -2.504 -0.946
C 1.316 -2.398 -3.808 -0.714
C 1.180 -1.159 -4.507 -1.034
C 1.543 -0.160 -3.608 -0.201
C 4.609 -0.204 -2.806 -0.284
C 5.757 0.494 -3.195 -0.636
C 6.007 1.468 -2.173 -0.589
C 4.997 1.341 -1.230 -0.441
H 0.145 2.037 -2.695 0.600
H 0.101 0.581 -1.738 0.912
H 2.511 2.174 -2.279 0.484
H 2.091 2.593 -0.614 0.841
H -3.303 2.963 0.598 0.463
H -5.271 3.122 -1.338 0.444
H -4.206 2.018 -3.583 0.464
H -1.712 1.217 -2.944 0.395
H -0.496 4.961 1.195 0.381
H -0.749 7.300 -0.281 0.433
H -0.597 6.539 -2.900 0.448
H -0.350 3.853 -2.902 0.407
H 1.974 -2.767 -1.695 0.594
H 1.153 -3.392 -4.198 0.504
H 0.880 -1.026 -5.535 0.484
H 1.526 0.905 -3.776 0.459
H 4.101 -1.020 -3.302 0.344
H 6.327 0.327 -4.102 0.423
H 6.829 2.178 -2.151 0.427
H 4.820 1.887 -0.317 0.362
C -0.415 0.193 5.605 -1.170
Si 0.375 -0.902 4.233 0.284
C 1.479 -1.933 5.391 -1.176
C -0.927 -2.130 3.678 -0.211
C 1.216 -0.048 2.681 -1.069
H -1.005 -0.433 6.296 0.341
H -1.089 0.984 5.242 0.323
H 0.359 0.672 6.218 0.331
H 0.895 -2.704 5.923 0.315
H 2.252 -2.450 4.807 0.288
H 1.976 -1.311 6.150 0.333
H -1.370 -1.894 2.708 -0.416
H -0.460 -3.115 3.586 0.170
H -1.746 -2.240 4.399 0.481
H 1.898 0.776 2.990 0.700
H 1.777 -0.787 2.061 0.209
```

Molecular formula: C31H46IN4O4PS3SbTeTi
Method: DFT, ωB97M-V/def2-TZVPD

Properties
LUMO level (spin up / spin down)   3.3081 / 3.3080 eV
Relative energy (zero: lowest compared OMol25 entry of this formula, charge and spin)   0.0 kcal per mole
<S²>   3.7703
Net charge   -2
DFT total energy   -4920.43531 Ha
Multiplicity   4
Highest occupied orbital energy (spin up / spin down)   -0.48 / -1.73 eV

XYZ file:
```
93
Properties=species:S:1:pos:R:3:mulliken_charge:R:1
Ti 0.016 -1.384 -0.048 -0.030
O -3.882 -0.447 -1.335 -0.656
C -2.665 -1.004 -1.104 0.386
O -1.946 -0.518 -0.163 0.063
C -2.242 -2.099 -1.871 -0.097
C -2.955 -2.783 -2.893 -1.080
C -2.370 -3.916 -3.444 -0.596
C -1.145 -4.398 -2.999 -1.321
C -0.471 -3.683 -1.965 1.397
N -0.997 -2.516 -1.486 0.893
C 0.724 -4.010 -1.292 -0.153
O 1.416 -5.154 -1.613 -0.546
O 1.215 -3.275 -0.404 -0.015
H -3.938 0.287 -0.709 0.270
H -3.921 -2.422 -3.213 0.494
H -2.889 -4.448 -4.235 0.362
H -0.719 -5.290 -3.446 0.167
H 0.886 -5.638 -2.255 0.256
S 1.441 -1.767 5.068 -0.723
Sb 1.464 -1.894 2.796 0.117
S 0.473 0.554 1.785 -0.101
S -0.666 -2.600 2.119 -0.632
I -1.735 6.391 -0.758 0.054
C -1.627 4.350 -1.027 -0.940
C -1.104 3.429 -0.144 -0.595
N -1.272 2.237 -0.729 2.090
N -1.845 2.305 -1.934 -0.870
C -2.077 3.596 -2.126 -0.567
H -0.647 3.522 0.827 0.919
H -1.005 1.340 -0.328 -0.532
H -2.544 3.942 -3.034 0.478
C -2.129 6.917 2.772 -1.224
C -1.985 5.425 2.908 0.785
C -0.890 4.859 3.547 -1.154
C -0.732 3.479 3.660 1.181
C 0.483 2.945 4.367 -1.785
C -1.702 2.626 3.105 -0.401
Te -1.453 0.502 3.195 0.273
C -2.821 3.187 2.468 1.283
C -3.908 2.351 1.844 -1.671
C -2.943 4.573 2.381 -0.686
H -1.274 7.435 3.209 0.323
H -3.032 7.276 3.272 0.304
H -2.200 7.208 1.721 0.053
H -0.125 5.508 3.964 0.192
H 1.147 3.763 4.654 0.356
H 1.036 2.249 3.735 0.270
H 0.201 2.385 5.261 0.317
H -3.508 1.424 1.432 0.013
H -4.412 2.911 1.053 0.419
H -4.656 2.069 2.590 0.396
H -3.798 4.991 1.858 0.321
C 2.711 -2.206 -3.485 -2.279
C 2.350 -0.719 -3.607 2.895
C 0.864 -0.673 -3.998 -2.171
C 3.198 -0.125 -4.737 -2.003
P 2.534 0.075 -1.888 -1.476
N 1.398 -0.360 -0.937 1.377
C 4.215 -0.431 -1.158 2.440
C 4.463 0.457 0.071 -1.963
C 4.112 -1.865 -0.613 -1.465
C 5.431 -0.350 -2.087 -2.046
C 2.546 1.960 -2.128 2.939
C 1.363 2.338 -3.032 -2.021
C 3.818 2.580 -2.714 -2.249
C 2.264 2.613 -0.766 -1.888
H 2.349 -2.725 -4.378 0.688
H 2.239 -2.661 -2.616 0.415
H 3.787 -2.367 -3.427 0.229
H 0.701 -1.372 -4.824 0.565
H 0.540 0.312 -4.327 0.319
H 0.232 -0.983 -3.167 0.337
H 3.052 -0.738 -5.634 0.527
H 4.264 -0.133 -4.507 0.274
H 2.911 0.893 -4.994 0.304
H 3.582 0.491 0.715 0.170
H 4.752 1.473 -0.194 0.276
H 5.284 0.023 0.649 0.679
H 3.186 -2.021 -0.064 -0.139
H 4.949 -2.029 0.072 0.607
H 4.170 -2.623 -1.389 0.276
H 5.574 0.632 -2.535 0.245
H 5.381 -1.087 -2.888 0.312
H 6.328 -0.577 -1.499 0.524
H 1.544 2.112 -4.081 0.323
H 1.197 3.417 -2.952 0.717
H 0.445 1.842 -2.722 0.170
H 4.098 2.151 -3.676 0.292
H 4.668 2.497 -2.038 0.299
H 3.634 3.649 -2.872 0.545
H 1.465 2.096 -0.240 -0.091
H 1.959 3.652 -0.932 0.665
H 3.132 2.624 -0.112 0.320
```

Molecular formula: C31H46InN8O3PS3
Method: DFT, ωB97M-V/def2-TZVPD

Properties
LUMO level   -0.1708 eV
Net charge   0
DFT total energy   -3598.68098 Ha
Multiplicity   1
Highest occupied orbital energy   -7.06 eV

XYZ file:
```
93
Properties=species:S:1:pos:R:3:mulliken_charge:R:1
In 1.106 -1.139 -0.060 1.062
O 3.250 -0.945 -0.453 -0.646
C 4.181 -0.584 0.400 0.789
C 5.431 -0.268 -0.174 -0.726
C 6.575 -0.175 0.556 -0.320
C 6.548 -0.284 1.965 -0.893
C 5.317 -0.526 2.566 -0.816
C 4.101 -0.621 1.854 0.615
C 2.852 -0.978 2.530 0.220
N 1.641 -1.211 2.032 0.168
C 0.779 -1.335 3.098 -0.003
C 1.523 -1.336 4.252 -1.004
N 2.804 -1.067 3.901 0.033
H 5.593 -0.226 -1.252 0.403
H 7.506 -0.126 0.029 0.413
H 7.436 -0.275 2.583 0.392
H 5.273 -0.589 3.657 0.237
H -0.259 -1.442 2.874 0.190
H 1.194 -1.454 5.282 0.430
H 3.672 -1.018 4.433 0.152
C 1.628 4.234 -2.964 -1.789
C 1.731 2.842 -2.328 2.030
C 2.030 1.806 -3.433 -1.568
C 2.974 2.822 -1.425 -1.848
P 0.212 2.186 -1.299 0.127
N 0.668 0.867 -0.554 -0.038
C -0.150 3.491 0.060 2.146
C 1.085 3.666 0.923 -1.587
C -1.325 2.991 0.957 -1.613
C -0.541 4.909 -0.451 -1.506
C -1.402 1.887 -2.363 2.941
C -1.670 2.879 -3.425 -1.880
C -2.621 1.823 -1.488 -2.389
C -1.236 0.510 -3.058 -1.610
H 2.518 4.484 -3.516 0.526
H 1.486 5.013 -2.169 0.286
H 0.739 4.272 -3.639 0.205
H 2.911 2.131 -4.044 0.547
H 1.156 1.663 -4.158 0.228
H 2.399 0.842 -2.964 0.117
H 3.871 2.467 -1.974 0.509
H 2.934 2.076 -0.622 0.136
H 3.235 3.817 -1.018 0.307
H 1.548 2.729 1.277 -0.001
H 0.819 4.293 1.779 0.653
H 1.920 4.177 0.377 0.244
H -1.349 1.896 1.131 -0.054
H -2.279 3.313 0.578 0.230
H -1.201 3.524 1.966 0.570
H 0.356 5.369 -0.970 0.305
H -0.808 5.531 0.382 0.520
H -1.382 4.922 -1.159 0.214
H -1.791 3.864 -3.049 0.318
H -2.545 2.587 -4.039 0.483
H -0.803 2.964 -4.169 0.260
H -3.004 2.775 -1.164 0.269
H -2.541 1.167 -0.619 0.341
H -3.451 1.379 -2.071 0.575
H -0.326 0.389 -3.660 0.162
H -2.094 0.391 -3.826 0.488
H -1.290 -0.256 -2.302 0.070
N 2.343 -3.699 -3.132 -0.386
C 1.309 -3.331 -2.353 0.634
N 0.284 -2.642 -2.913 -0.100
S 1.206 -3.663 -0.608 -0.363
H 2.226 -3.721 -4.146 0.211
H 3.209 -3.953 -2.736 0.262
H 0.273 -2.478 -3.884 0.241
H -0.637 -2.745 -2.425 0.392
N -4.737 -4.642 5.613 -0.554
C -4.209 -3.781 4.673 0.852
C -3.200 -4.213 3.769 -0.872
C -2.824 -3.416 2.700 -0.536
C -3.341 -2.124 2.667 0.041
C -4.287 -1.636 3.566 -0.692
C -4.723 -2.465 4.586 -0.730
S -2.831 -0.966 1.361 0.897
O -4.019 -0.209 1.033 -0.683
O -1.789 -0.201 1.944 -0.622
N -2.140 -1.753 0.131 0.605
C -2.902 -2.412 -0.769 -0.338
S -4.575 -2.862 -0.400 0.013
C -4.476 -4.122 -1.557 -0.406
C -3.287 -3.987 -2.262 -0.905
N -2.395 -3.063 -1.852 -0.404
H -4.697 -5.617 5.402 0.220
H -5.609 -4.384 6.078 0.212
H -2.763 -5.221 3.929 0.257
H -2.126 -3.773 1.960 0.558
H -4.642 -0.603 3.449 0.438
H -5.317 -2.039 5.389 0.314
H -5.298 -4.784 -1.711 0.408
H -2.960 -4.587 -3.089 0.417
```